1.
Formula: C12H20N4O3
Source: the OMol25 dataset
Level of theory: ωB97M-V/def2-TZVPD

Calculated values
- calculated total energy (a.u.) = -913.9439
- SMILES = CCOC(=O)OC.CC#N.CC#N.CC#N.CC#N
- total charge = 0
- orbital gap (Ha) = 0.4278
- HOMO (eV) = -10.888

Last column: Mulliken charge in e.
Cartesian coordinates (Å):
C (11.44, 4.71, 7.03)  -1.245
C (11.44, 5.21, 8.50)  -0.176
O (10.41, 6.22, 8.62)  -0.305
C (10.27, 6.70, 9.82)  0.840
O (11.03, 6.49, 10.73)  -0.585
O (9.20, 7.42, 9.86)  -0.353
C (8.95, 8.00, 11.12)  -0.482
H (11.51, 5.55, 6.35)  0.315
H (10.49, 4.19, 6.83)  0.306
H (12.25, 4.02, 6.93)  0.405
H (12.43, 5.58, 8.73)  0.235
H (11.35, 4.39, 9.21)  0.354
H (8.30, 7.30, 11.66)  0.290
H (8.41, 8.93, 11.08)  0.308
H (9.83, 8.04, 11.76)  0.076
C (6.19, 6.66, 16.64)  -0.920
C (6.34, 6.57, 15.19)  0.485
N (6.64, 6.52, 14.09)  -0.473
H (5.24, 7.16, 16.75)  0.343
H (6.96, 7.32, 17.09)  0.277
H (6.11, 5.72, 17.19)  0.292
C (9.68, 5.58, 14.51)  -0.547
C (9.58, 5.42, 15.99)  0.234
N (9.39, 5.41, 17.09)  -0.528
H (9.14, 4.83, 14.00)  0.468
H (10.68, 5.51, 14.05)  0.235
H (9.18, 6.52, 14.32)  0.142
C (12.50, 6.92, 16.83)  -0.835
C (13.23, 6.27, 15.72)  0.482
N (13.87, 5.90, 14.80)  -0.514
H (13.14, 7.49, 17.42)  0.371
H (11.84, 6.15, 17.29)  0.231
H (11.79, 7.63, 16.36)  0.253
C (13.53, 7.91, 11.78)  -0.631
C (12.56, 8.06, 12.89)  0.457
N (11.80, 8.15, 13.77)  -0.477
H (13.12, 7.51, 10.84)  0.067
H (14.36, 7.22, 12.14)  0.274
H (13.96, 8.87, 11.58)  0.332



2.
Formula: C7H12O
Source: the OMol25 dataset
Level of theory: ωB97M-V/def2-TZVPD

Calculated values
- calculated total energy (a.u.) = -348.9171
- total charge = 0
- orbital gap (Ha) = 0.3510
- HOMO (eV) = -8.596

Last column: Mulliken charge in e.
Cartesian coordinates (Å):
C (-2.38, 1.12, 1.26)  -0.783
C (-1.44, 2.02, 0.53)  -0.384
C (0.04, 1.77, 0.74)  -0.869
C (0.61, 0.29, 0.71)  0.034
C (1.21, 0.17, -0.54)  -0.345
C (1.17, -2.26, -0.82)  -0.057
C (-0.17, -2.36, -0.83)  -0.588
H (-3.47, 1.82, 1.45)  0.224
H (-2.78, 0.11, 0.44)  0.158
H (-2.08, 0.34, 2.32)  0.235
H (-1.65, 1.67, -0.43)  0.232
H (-1.66, 3.09, 0.64)  0.421
H (0.70, 2.42, 0.18)  0.505
H (0.16, 1.87, 1.92)  0.261
H (0.71, -0.39, 1.66)  0.312
H (1.31, 0.99, -1.38)  0.203
H (1.66, -3.25, -0.75)  0.320
H (-0.88, -1.56, -1.13)  0.250
H (-0.61, -3.36, -0.63)  0.259
O (1.80, -1.03, -1.33)  -0.389



3.
Formula: C17H20N2O5S2
Source: the OMol25 dataset
Level of theory: ωB97M-V/def2-TZVPD

Calculated values
- calculated total energy (a.u.) = -1941.9051
- SMILES = CCN(CC)S(=O)(=O)c1cccc(NC(=O)COC(=O)c2cccs2)c1
- total charge = 0
- orbital gap (Ha) = 0.3424
- HOMO (eV) = -8.949

Last column: Mulliken charge in e.
Cartesian coordinates (Å):
C (-1.58, 3.69, -1.25)  -0.888
C (-1.28, 2.88, -2.51)  -0.693
N (0.05, 2.33, -2.56)  0.196
C (1.20, 3.20, -2.44)  -0.175
C (1.29, 4.19, -3.59)  -1.491
S (0.23, 0.77, -2.02)  1.290
O (1.56, 0.35, -2.37)  -0.711
O (-0.88, 0.01, -2.50)  -0.750
C (0.12, 0.84, -0.23)  0.429
C (1.24, 1.19, 0.51)  -0.649
C (1.15, 1.23, 1.89)  -0.889
C (-0.04, 0.92, 2.52)  -0.029
C (-1.16, 0.55, 1.77)  -0.378
N (-2.36, 0.20, 2.41)  -0.136
C (-2.57, -0.86, 3.24)  0.288
O (-3.61, -1.00, 3.84)  -0.646
C (-1.43, -1.87, 3.35)  -0.399
O (-0.93, -2.18, 2.05)  -0.351
C (0.40, -2.06, 1.85)  0.420
O (1.18, -1.76, 2.73)  -0.651
C (0.75, -2.30, 0.47)  0.220
C (-0.08, -2.62, -0.58)  -0.229
C (0.61, -2.72, -1.80)  -0.555
C (1.95, -2.47, -1.66)  -0.308
S (2.39, -2.12, -0.05)  -0.130
C (-1.07, 0.53, 0.38)  -0.503
H (-1.38, 3.11, -0.35)  0.190
H (-2.64, 3.97, -1.25)  0.407
H (-0.99, 4.61, -1.22)  0.298
H (-1.95, 2.03, -2.58)  0.330
H (-1.43, 3.51, -3.39)  0.429
H (2.07, 2.53, -2.46)  0.351
H (1.19, 3.73, -1.48)  0.315
H (2.24, 4.72, -3.54)  0.436
H (0.49, 4.92, -3.55)  0.323
H (1.23, 3.66, -4.54)  0.337
H (2.17, 1.38, -0.01)  0.552
H (2.01, 1.50, 2.48)  0.411
H (-0.11, 0.95, 3.59)  0.527
H (-3.18, 0.74, 2.19)  0.270
H (-1.83, -2.78, 3.80)  0.343
H (-0.61, -1.49, 3.97)  0.348
H (-1.14, -2.77, -0.47)  0.533
H (0.14, -2.95, -2.74)  0.408
H (2.69, -2.47, -2.43)  0.479
H (-1.92, 0.24, -0.23)  0.431



Record order is preserved below.
Energy above the lowest of the compared OMol25 structures with the same formula, charge and spin: 348.90, 608.03, 38.31 kJ/mol
Record order is preserved below.
Lowest unoccupied orbital energy: 0.8, 1.0, 0.4 eV